# 1
C20H18MoN2O2PS | ωB97M-V with the def2-TZVPD basis set

Calculated values
Energy: -50081.7387 eV
2S+1: 3
E_LUMO (alpha / beta): -0.1308 / -0.1460 Ha
⟨S²⟩: 2.02
F_max: 2.07 eV Å⁻¹
Kohn-Sham gap (alpha / beta): 6.40 / 7.85 eV
HOMO level (alpha / beta): -9.96 / -11.82 eV
Molar mass: 477.36 u
Charge: +1

Last column: Löwdin spin population.
CARTESIAN COORDINATES (ANGSTROEM)
Mo: 0.290 -2.641 0.586  1.55
O: 2.418 -3.085 -0.021  0.08
C: 2.170 -1.944 0.294  0.01
C: 2.874 -0.709 0.432  -0.01
C: 4.246 -0.495 0.491  0.00
C: 4.685 0.769 0.803  0.00
C: 3.807 1.837 0.905  0.00
C: 2.443 1.640 0.691  0.00
C: 1.976 0.352 0.548  0.00
P: 0.295 -0.175 0.237  0.01
C: -0.717 1.184 0.851  -0.01
C: -0.785 2.299 -0.016  0.00
C: -1.509 3.419 0.407  0.00
C: -2.112 3.447 1.652  0.00
C: -2.039 2.332 2.457  0.00
C: -1.314 1.219 2.083  0.00
C: 0.201 -0.239 -1.609  0.01
C: 1.316 -0.037 -2.382  0.01
C: 1.205 -0.141 -3.762  0.00
C: -0.024 -0.384 -4.366  0.00
C: -1.158 -0.551 -3.573  0.00
C: -1.020 -0.559 -2.182  0.00
H: 4.921 -1.346 0.405  0.00
H: 5.734 0.906 1.036  0.00
H: 4.167 2.813 1.098  0.00
H: 1.735 2.439 0.742  0.00
H: -0.287 2.307 -0.986  0.00
H: -1.541 4.272 -0.239  0.00
H: -2.707 4.290 1.915  0.00
H: -2.563 2.377 3.394  0.00
H: -1.176 0.396 2.773  0.00
H: 2.295 0.189 -1.951  0.00
H: 2.073 -0.035 -4.397  0.00
H: -0.043 -0.446 -5.414  0.00
H: -2.143 -0.673 -4.040  0.00
H: -1.910 -0.572 -1.529  0.00
N: -4.026 -1.957 0.681  0.00
C: -2.878 -2.566 1.055  0.01
N: -2.856 -3.516 1.987  0.01
O: -1.809 -2.207 0.460  0.04
H: -4.933 -2.011 1.168  0.00
H: -3.981 -1.244 -0.064  0.00
H: -3.693 -3.661 2.539  0.00
H: -1.908 -3.778 2.327  0.01
S: 0.283 -3.510 2.512  0.26

# 2
C20H18N2O5PRu | ωB97M-V with the def2-TZVPD basis set

Calculated values
Energy: -46110.8687 eV
E_LUMO (alpha / beta): -0.2172 / -0.2088 Ha
F_max: 0.66 eV Å⁻¹
Kohn-Sham gap (alpha / beta): 6.34 / 6.56 eV
HOMO level (alpha / beta): -12.25 / -12.24 eV
Molar mass: 498.42 u
Charge: +1

Last column: Mulliken charge in e.
CARTESIAN COORDINATES (ANGSTROEM)
Ru: -0.121 -0.368 0.186  -0.28
C: -4.294 3.098 2.598  -0.51
C: -2.993 3.388 2.209  -0.80
C: -2.064 2.367 2.093  -0.28
C: -2.439 1.055 2.374  0.51
C: -3.741 0.767 2.772  -0.21
C: -4.668 1.792 2.879  -0.70
P: -1.193 -0.230 2.263  1.91
C: -0.468 -0.521 3.877  0.44
C: -0.645 0.384 4.920  -0.38
C: -0.075 0.118 6.157  -0.69
C: 0.673 -1.034 6.346  -0.49
C: 0.860 -1.930 5.299  -0.76
C: 0.296 -1.675 4.062  -0.49
C: -1.952 -1.765 1.690  -0.22
C: -2.860 -2.697 2.163  -0.39
C: -3.167 -3.767 1.333  -0.69
C: -2.573 -3.908 0.075  -0.73
C: -1.644 -2.989 -0.385  -0.79
C: -1.356 -1.897 0.433  1.47
H: -5.021 3.895 2.679  0.40
H: -2.706 4.406 1.985  0.42
H: -1.053 2.593 1.774  0.36
H: -4.039 -0.251 2.990  0.22
H: -5.683 1.570 3.180  0.43
H: -1.232 1.282 4.775  0.40
H: -0.216 0.815 6.972  0.42
H: 1.114 -1.238 7.312  0.40
H: 1.448 -2.826 5.448  0.41
H: 0.448 -2.369 3.244  0.38
H: -3.300 -2.611 3.148  0.51
H: -3.871 -4.518 1.667  0.44
H: -2.835 -4.759 -0.539  0.44
H: -1.171 -3.138 -1.347  0.33
N: 0.447 -0.594 -1.884  -0.43
C: 0.022 0.654 -2.563  -0.39
C: -1.083 1.365 -1.794  0.47
O: -1.689 2.290 -2.224  -0.52
O: -1.319 0.867 -0.540  -0.50
H: 1.454 -0.701 -1.968  0.31
H: 0.035 -1.409 -2.324  0.24
H: -0.308 0.475 -3.584  0.39
H: 0.868 1.340 -2.603  0.31
O: 1.376 -1.622 0.983  -0.57
N: 2.337 -0.786 0.816  1.41
O: 3.472 -1.023 1.037  -0.55
O: 1.905 0.344 0.378  -0.67

# 3
C20H18N2O6S | ωB97M-V with the def2-TZVPD basis set

Calculated values
Energy: -47129.0900 eV
Structure (SMILES): COC(=O)C1=CC(C(=O)c2cccs2)=NN(c2ccc(OC)cc2)[C@H]1C(=O)OC
E_LUMO: -0.0188 Ha
F_max: 4.28 eV Å⁻¹
Kohn-Sham gap: 8.05 eV
HOMO level: -8.56 eV
Molar mass: 414.44 u

Last column: Mulliken charge in e.
CARTESIAN COORDINATES (ANGSTROEM)
O: -3.678 -1.089 -1.595  -0.60
O: 1.735 -4.226 -0.918  -0.63
O: -0.273 -0.193 -3.095  -0.58
N: 0.940 -0.958 0.095  -0.80
O: -3.182 -3.281 -1.929  -0.32
O: -0.837 1.924 -2.329  -0.27
O: -0.730 4.130 3.780  -0.44
S: 4.103 -1.259 -0.681  -0.07
C: -2.903 -2.014 -1.527  0.31
C: 1.872 -3.068 -0.511  0.46
C: -0.724 0.543 -2.219  0.21
C: 0.736 -2.145 -0.460  0.31
C: 5.276 -1.543 0.606  -0.42
C: 5.027 -2.659 1.355  -0.52
C: 3.795 -3.360 0.921  -0.48
C: -0.594 -2.544 -0.981  -0.81
C: 3.190 -2.666 -0.094  0.26
C: -1.600 -1.616 -1.065  0.30
C: -1.173 1.952 3.005  -0.84
C: 0.426 3.235 1.757  -0.80
C: -1.000 0.886 2.100  0.17
C: 0.574 2.128 0.867  -0.07
C: -0.484 3.146 2.833  0.76
C: -0.144 0.978 1.027  -0.78
N: -0.071 -0.019 0.056  1.01
C: -4.544 -3.463 -2.472  -0.66
C: -0.821 2.353 -3.677  -0.71
C: 0.335 5.105 3.968  -0.82
C: -1.198 -0.113 -0.897  0.25
H: 6.130 -0.886 0.731  0.43
H: 5.685 -3.003 2.161  0.36
H: 3.340 -4.241 1.395  0.41
H: -0.724 -3.567 -1.288  0.59
H: -1.922 1.921 3.792  0.39
H: 0.960 4.165 1.602  0.25
H: -1.607 -0.028 2.123  0.41
H: 1.277 2.149 0.044  0.46
H: -4.581 -3.020 -3.496  0.29
H: -4.725 -4.543 -2.602  0.25
H: -5.302 -3.081 -1.825  0.30
H: -1.454 1.727 -4.344  0.30
H: 0.213 2.323 -4.057  0.30
H: -1.197 3.392 -3.734  0.25
H: 1.290 4.609 4.196  0.36
H: 0.467 5.748 3.117  0.31
H: 0.142 5.741 4.834  0.26
H: -2.046 0.429 -0.568  0.67

# 4
C20H19BiN6O2S | ωB97M-V with the def2-TZVPD basis set

Calculated values
Energy: -50740.1057 eV
E_LUMO (alpha / beta): -0.3285 / -0.3283 Ha
F_max: 1.52 eV Å⁻¹
Kohn-Sham gap (alpha / beta): 4.60 / 4.61 eV
HOMO level (alpha / beta): -13.54 / -13.54 eV
Molar mass: 616.46 u
Charge: +2

Last column: Mulliken charge in e.
CARTESIAN COORDINATES (ANGSTROEM)
Bi: -0.420 -1.192 -0.367  1.65
C: -0.512 -4.697 0.475  -0.73
O: -1.232 -3.630 -0.188  -0.27
C: -1.812 -4.011 -1.442  -0.69
C: -2.837 -2.975 -1.747  -0.43
O: -2.188 -1.689 -1.814  -0.22
C: -3.125 -0.645 -2.167  -0.78
H: -1.170 -5.555 0.603  0.31
H: -0.206 -4.338 1.451  0.18
H: 0.363 -4.991 -0.108  0.35
H: -2.297 -4.984 -1.379  0.48
H: -1.035 -4.055 -2.207  0.32
H: -3.585 -2.949 -0.952  0.37
H: -3.334 -3.213 -2.689  0.40
H: -3.555 -0.843 -3.147  0.31
H: -2.584 0.299 -2.199  0.32
H: -3.927 -0.581 -1.430  0.34
N: 1.676 2.790 -0.235  -0.02
C: 2.084 3.226 1.061  0.24
C: 2.581 4.504 1.222  -0.65
C: 2.966 4.929 2.484  -0.67
C: 2.842 4.077 3.571  -0.76
C: 2.334 2.793 3.405  -0.61
C: 1.965 2.376 2.139  1.00
S: 1.389 0.727 1.945  -0.25
N: 0.804 0.692 0.315  -0.27
C: 1.058 1.670 -0.542  1.05
C: 0.627 1.527 -1.974  0.36
C: 0.523 2.589 -2.846  -0.64
C: 0.181 2.334 -4.171  -0.51
C: -0.060 1.035 -4.573  -0.70
C: 0.006 0.030 -3.622  -0.08
N: 0.344 0.275 -2.348  -0.41
H: 1.875 3.425 -0.986  0.16
H: 2.668 5.169 0.366  0.38
H: 3.358 5.929 2.616  0.41
H: 3.141 4.408 4.558  0.42
H: 2.233 2.123 4.252  0.44
H: 0.673 3.614 -2.525  0.39
H: 0.101 3.152 -4.875  0.47
H: -0.309 0.800 -5.601  0.44
H: -0.216 -1.002 -3.877  0.43
N: -0.379 -1.571 1.753  -0.81
C: -0.347 -1.787 2.918  0.58
C: -0.236 -1.927 4.251  0.53
C: 0.476 -0.861 4.902  0.03
N: 1.080 0.040 5.296  -0.35
C: -0.771 -3.062 4.939  -0.14
N: -1.213 -3.975 5.488  -0.33

# 5
C20H19Cl2F3N2O3S | ωB97M-V with the def2-TZVPD basis set

Calculated values
Energy: -74200.9667 eV
Structure (SMILES): C[C@H](C(=O)N1CCN(S(=O)(=O)c2cc(Cl)cc(Cl)c2)CC1)c1ccc(C(F)(F)F)cc1
E_LUMO: -0.0263 Ha
F_max: 4.90 eV Å⁻¹
Kohn-Sham gap: 8.80 eV
HOMO level: -9.51 eV
Molar mass: 495.35 u

Last column: Mulliken charge in e.
CARTESIAN COORDINATES (ANGSTROEM)
O: 2.246 -0.410 -0.495  -0.68
O: -2.275 3.429 3.389  -0.69
O: 0.005 4.552 3.088  -0.68
F: 1.499 -7.977 -2.243  -0.25
F: 1.992 -7.814 0.037  -0.25
F: 3.462 -7.505 -1.616  -0.28
Cl: -0.475 6.634 -2.343  -0.20
Cl: -5.303 4.986 -0.717  -0.21
C: 1.170 -0.797 -0.012  0.45
C: -2.837 5.510 -1.401  -0.36
C: 2.646 -4.790 -1.515  -0.45
C: 0.673 -5.381 -0.333  -0.69
C: 2.291 -3.439 -1.494  -0.20
C: 0.202 -4.140 -0.394  -0.55
C: -0.892 5.254 0.091  -0.52
C: -3.141 4.534 0.797  -0.48
C: -1.433 5.717 -1.145  0.09
C: -3.582 4.818 -0.479  0.27
C: 1.747 -5.766 -1.100  -0.02
C: 1.022 -3.123 -0.982  0.33
C: -1.759 4.553 1.032  0.00
N: 0.708 -0.124 1.159  0.16
N: -0.418 2.166 2.132  -0.15
C: 2.135 -7.255 -1.236  0.80
C: 0.239 -1.288 -2.482  -1.83
C: 0.353 -1.722 -1.020  0.70
C: -0.723 -0.103 1.540  -0.94
C: 1.545 0.917 1.814  -1.12
C: -1.306 1.234 1.398  -0.38
C: 1.034 2.327 1.690  -0.38
S: -1.115 3.814 2.515  1.24
H: -3.315 5.979 -2.293  0.33
H: 3.729 -5.052 -1.730  0.33
H: 0.208 -6.258 0.193  0.32
H: 2.932 -2.663 -1.820  0.51
H: -0.705 -3.910 0.209  0.26
H: 0.138 5.561 0.346  0.45
H: -3.796 4.080 1.435  0.57
H: -0.394 -2.010 -2.964  0.45
H: -0.227 -0.281 -2.545  0.42
H: 1.203 -1.142 -2.854  0.39
H: -0.674 -1.815 -0.627  0.23
H: -1.334 -0.776 0.888  0.36
H: -0.781 -0.420 2.567  0.34
H: 1.602 0.752 2.908  0.36
H: 2.581 0.883 1.482  0.47
H: -2.360 1.262 1.728  0.42
H: -1.254 1.406 0.344  0.37
H: 1.050 2.671 0.680  0.36
H: 1.691 2.922 2.382  0.34

# 6
C20H19ClLuN7O4S3 | ωB97M-V with the def2-TZVPD basis set

Calculated values
Energy: -118304.3415 eV
2S+1: 2
E_LUMO (alpha / beta): -0.1780 / -0.1770 Ha
⟨S²⟩: 0.77
F_max: 5.56 eV Å⁻¹
Kohn-Sham gap (alpha / beta): 4.44 / 6.83 eV
HOMO level (alpha / beta): -9.28 / -11.64 eV
Molar mass: 728.04 u
Charge: +1

Last column: Löwdin spin population.
CARTESIAN COORDINATES (ANGSTROEM)
Lu: 0.522 0.233 -0.004  0.03
C: -0.957 -0.705 -4.199  0.04
C: -0.553 -0.701 -2.736  0.26
N: -0.271 0.450 -2.070  0.16
N: -0.333 1.625 -2.888  0.00
C: -0.396 2.888 -2.399  0.02
N: -0.507 3.844 -3.256  0.02
S: 0.943 2.636 0.022  0.00
C: -0.561 -1.906 -2.061  0.06
C: -0.914 -3.202 -2.593  0.13
C: -1.317 -4.252 -1.721  0.02
C: -1.232 -3.971 -0.370  0.12
C: -0.710 -2.741 0.073  0.00
N: -0.330 -1.770 -0.731  0.11
H: -1.065 0.284 -4.606  0.00
H: -1.985 -1.100 -4.373  0.01
H: -0.235 -1.333 -4.744  0.01
H: 0.046 1.411 -3.791  0.00
H: -0.562 3.590 -4.308  0.00
H: -0.520 4.766 -2.931  0.00
H: -0.687 -3.446 -3.663  0.01
H: -1.605 -5.269 -2.056  0.00
H: -1.515 -4.713 0.451  0.01
H: -0.567 -2.669 1.197  0.00
O: 4.245 -1.472 0.354  0.00
Cl: 2.857 -1.631 0.072  0.00
O: 2.527 -3.017 -0.194  0.00
O: 2.419 -0.676 -1.052  0.00
O: 1.940 -1.146 1.248  0.00
S: -1.251 0.513 2.044  0.00
C: -2.746 0.460 1.180  0.00
N: -3.352 1.618 0.777  0.00
C: -4.518 1.596 0.075  0.00
C: -5.259 0.398 -0.133  0.00
C: -4.782 -0.809 0.575  0.00
C: -3.516 -0.741 1.187  0.00
H: -2.719 2.452 0.697  0.00
H: -4.701 2.528 -0.406  0.00
H: -6.132 0.373 -0.758  0.00
H: -5.294 -1.768 0.370  0.00
H: -3.070 -1.547 1.822  0.00
S: -1.415 4.368 -0.445  0.00
C: -0.356 3.184 -0.980  0.00
N: 7.575 1.348 3.267  0.00
C: 6.439 1.086 3.434  0.00
C: 5.063 1.045 3.621  0.00
C: 4.638 0.595 4.847  0.00
C: 3.287 0.500 5.092  0.00
C: 2.456 1.029 4.082  0.00
N: 2.876 1.457 2.952  0.00
C: 4.168 1.436 2.641  0.00
H: 5.407 0.205 5.603  0.00
H: 2.751 0.001 5.931  0.00
H: 1.357 1.008 4.207  0.00
H: 4.419 1.659 1.647  0.00